CH2NOS3 as an isolated structure at a distorted geometry, computed with the ωB97M-V functional and the def2-TZVPD basis.

Calculated values
- HOMO level (alpha / beta): -3.53 / -3.38 eV
- E_LUMO (alpha / beta): 2.5 / 2.4 eV
- Energy relative to the best compared isomer or geometry (same formula, charge and spin): 175.41 kJ/mol
- Electronic energy: -37112.96385 eV
- Gap between HOMO and LUMO (alpha / beta): 0.223 / 0.211 Eh
- Charge: -1

Element x y z (Å)
1 S 1.612 1.189 0.110
2 S 0.614 -1.408 0.648
3 S -1.083 1.727 -0.223
4 O 2.261 -0.934 -1.315
5 N -1.771 0.314 0.209
6 C 1.628 -0.499 -0.374
7 H -1.600 0.134 1.166
8 H -1.660 -0.523 -0.221



C2H3F3OS as an isolated structure at a distorted geometry, computed with the ωB97M-V functional and the def2-TZVPD basis.

Calculated values
- HOMO level (alpha / beta): -8.58 / -8.96 eV
- E_LUMO (alpha / beta): -1.7 / -0.8 eV
- Energy relative to the best compared isomer or geometry (same formula, charge and spin): 220.03 kJ/mol
- Electronic energy: -23154.27966 eV
- Gap between HOMO and LUMO (alpha / beta): 0.253 / 0.299 Eh
- Charge: 0

Element x y z (Å)
1 S -1.562 0.552 -1.377
2 F 0.305 -2.323 3.007
3 F 1.275 -3.434 1.536
4 F 1.744 -1.300 1.831
5 O -0.375 1.688 -1.264
6 C 0.794 -2.247 1.759
7 C -0.732 2.757 -1.904
8 H 0.115 3.321 -2.336
9 H -1.742 3.004 -2.217
10 H 0.176 -2.017 0.966



C32H24MnN7O2S3 as an isolated structure at a distorted geometry, computed with the ωB97M-V functional and the def2-TZVPD basis.

Calculated values
- HOMO level (alpha / beta): -10.30 / -9.87 eV
- E_LUMO (alpha / beta): -3.3 / -3.3 eV
- Electronic energy: -111917.96973 eV
- Spin multiplicity: 4
- Gap between HOMO and LUMO (alpha / beta): 0.256 / 0.242 Eh
- Charge: +1

Element x y z (Å)
1 Mn 0.516 -0.138 -0.082
2 S 0.110 -3.417 1.829
3 S 0.116 0.541 -2.525
4 S 0.111 -1.731 4.275
5 O -0.463 1.966 4.830
6 O 0.169 1.419 0.745
7 N -0.486 0.340 2.626
8 N 2.456 -0.570 0.553
9 N 0.871 -1.696 -1.072
10 N -1.370 -1.367 -3.763
11 N -7.152 6.783 -3.658
12 N -0.222 -0.767 1.842
13 N 0.040 -2.113 -2.093
14 C 3.180 0.043 1.496
15 C -3.411 4.144 -2.196
16 C -5.223 5.081 -3.464
17 C 1.472 -4.727 -1.610
18 C -0.594 2.753 2.579
19 C -0.474 -1.181 -2.792
20 C 0.257 -3.537 4.513
21 C 2.319 -3.622 -1.596
22 C 1.844 -5.873 -2.294
23 C -6.292 6.026 -3.576
24 C 4.657 -1.821 1.688
25 C -1.145 4.214 4.419
26 C 0.927 -4.126 3.292
27 C 2.817 -1.819 0.159
28 C 1.960 -2.399 -0.855
29 C -3.173 3.223 -3.222
30 C -0.744 2.961 3.963
31 C -0.278 1.449 1.981
32 C -1.255 1.464 -2.851
33 C 3.049 -5.917 -2.982
34 C -4.427 5.069 -2.318
35 C -0.007 -1.830 2.538
36 C -3.964 3.245 -4.372
37 C 4.283 -0.538 2.083
38 C -1.374 5.253 3.538
39 C -1.183 5.069 2.175
40 C 3.532 -3.671 -2.283
41 C -0.792 3.829 1.712
42 C -4.985 4.167 -4.490
43 C 3.890 -4.813 -2.981
44 C 3.917 -2.468 0.719
45 C -2.119 2.278 -3.062
46 H -5.603 4.191 -5.377
47 H 4.826 -4.840 -3.523
48 H -0.740 -3.947 4.662
49 H -3.779 2.538 -5.168
50 H 4.841 -0.002 2.836
51 H -1.338 5.889 1.488
52 H -1.273 4.371 5.485
53 H 1.984 -3.863 3.243
54 H 0.817 -5.208 3.242
55 H -1.683 -0.594 -4.324
56 H 4.159 -3.469 0.390
57 H 0.854 -3.691 5.410
58 H -4.614 5.786 -1.530
59 H 2.852 1.036 1.777
60 H 5.515 -2.305 2.135
61 H 4.181 -2.803 -2.277
62 H 3.333 -6.812 -3.518
63 H 0.529 -4.683 -1.081
64 H 1.193 -6.737 -2.287
65 H -0.624 2.269 5.729
66 H -1.662 -2.301 -3.997
67 H -1.694 6.215 3.916
68 H -0.637 3.662 0.654
69 H -2.796 4.123 -1.306



A 3-piece molecular cluster, C5H16NO3S overall at a distorted geometry, computed with the ωB97M-V functional and the def2-TZVPD basis.

Calculated values
- HOMO level: -11.88 eV
- E_LUMO: -2.9 eV
- Energy relative to the best compared isomer or geometry (same formula, charge and spin): 35.00 kJ/mol
- Electronic energy: -23905.63100 eV
- Gap between HOMO and LUMO: 0.329 Eh
- Charge: +1

Element x y z (Å)
1 S 0.450 2.101 1.584
2 O -0.897 -2.307 -1.655
3 O 3.519 -0.332 -1.395
4 O -3.391 -0.639 0.354
5 N 0.921 -0.630 -1.845
6 C -0.891 -1.669 -0.629
7 C -0.980 1.431 0.706
8 C 0.843 0.831 2.810
9 C -0.631 0.862 -0.652
10 C 0.100 -0.469 -0.618
11 H 1.522 0.179 -1.973
12 H -0.134 1.598 -1.298
13 H -1.681 2.258 0.564
14 H -4.005 -1.328 0.632
15 H 0.299 -0.660 -2.647
16 H 1.751 1.137 3.321
17 H -1.522 0.797 -1.295
18 H 0.064 0.669 3.556
19 H 1.005 -0.151 2.360
20 H -3.664 0.148 0.829
21 H 4.142 -0.960 -1.018
22 H -1.575 0.770 1.334
23 H -1.475 -1.993 0.231
24 H 1.437 -1.490 -1.837
25 H 4.062 0.405 -1.686
26 H 0.732 -0.559 0.266



A 7-piece molecular cluster, C31H37N5O2 overall, computed with the ωB97M-V functional and the def2-TZVPD basis.

Calculated values
- HOMO level: -9.17 eV
- E_LUMO: 0.4 eV
- Energy relative to the best compared isomer or geometry (same formula, charge and spin): 0.00 kJ/mol
- SMILES: c1ccncc1.c1ccncc1.c1ccncc1.c1ccncc1.c1ccncc1.CC(C)=O.CC(C)=O
- Electronic energy: -44291.69261 eV
- Gap between HOMO and LUMO: 0.352 Eh
- Charge: 0

Element x y z (Å)
1 O -5.858 -19.750 -14.776
2 O -1.022 -18.310 -11.961
3 N 0.533 -25.069 -6.936
4 N -0.753 -19.471 -7.364
5 N -2.584 -24.324 -16.794
6 N -3.912 -24.252 -10.808
7 N 0.527 -26.125 -12.618
8 C -0.043 -27.048 -11.857
9 C 0.419 -24.988 -8.259
10 C 0.089 -25.976 -13.870
11 C -0.594 -25.163 -6.242
12 C -0.492 -18.567 -14.245
13 C -0.800 -19.502 -8.694
14 C -1.857 -25.161 -6.821
15 C -6.090 -17.396 -14.506
16 C -4.458 -24.239 -13.525
17 C -3.764 -25.349 -11.536
18 C -4.623 -23.088 -12.766
19 C -4.032 -25.396 -12.899
20 C -6.275 -18.833 -14.105
21 C -2.009 -21.568 -8.715
22 C -1.362 -18.746 -13.033
23 C -6.995 -19.085 -12.802
24 C -2.340 -22.675 -18.497
25 C -4.364 -23.163 -11.413
26 C -1.550 -27.666 -13.583
27 C -0.959 -26.716 -14.396
28 C -2.660 -19.486 -13.192
29 C -1.443 -20.502 -9.398
30 C -2.743 -23.916 -18.040
31 C -1.705 -21.825 -17.614
32 C -1.930 -21.551 -7.334
33 C -1.961 -25.056 -8.192
34 C -1.309 -20.478 -6.718
35 C -1.085 -27.845 -12.295
36 C -0.791 -25.001 -8.937
37 C -1.972 -23.497 -15.957
38 C -1.488 -22.254 -16.317
39 H -8.057 -19.250 -12.997
40 H -5.746 -17.333 -15.535
41 H 0.663 -25.236 -14.417
42 H -0.765 -25.044 -10.017
43 H -4.944 -22.172 -13.241
44 H -1.434 -20.824 -17.929
45 H -1.039 -18.230 -15.127
46 H -3.288 -19.100 -13.996
47 H -3.225 -24.599 -18.732
48 H -1.346 -26.510 -15.387
49 H -3.211 -19.366 -12.257
50 H -4.494 -22.288 -10.783
51 H -6.929 -18.226 -12.133
52 H 0.370 -27.108 -10.856
53 H -6.588 -19.965 -12.310
54 H -1.305 -20.431 -5.633
55 H -1.029 -21.615 -15.577
56 H -7.048 -16.883 -14.411
57 H -2.261 -22.386 -6.730
58 H -5.357 -16.944 -13.836
59 H -1.838 -23.882 -14.949
60 H -1.512 -28.635 -11.689
61 H -2.908 -25.039 -8.719
62 H 1.353 -24.931 -8.810
63 H -3.922 -26.283 -13.507
64 H -2.533 -22.385 -19.521
65 H -1.527 -20.431 -10.474
66 H -2.453 -22.396 -9.253
67 H -2.487 -20.553 -13.349
68 H -2.724 -25.253 -6.178
69 H -0.489 -25.252 -5.166
70 H -0.020 -19.520 -14.501
71 H 0.302 -17.860 -14.015
72 H -0.316 -18.692 -9.227
73 H -3.409 -26.228 -11.004
74 H -4.592 -24.224 -14.600
75 H -2.373 -28.256 -13.967



C48H120N8O16 as an isolated structure at a distorted geometry, computed with the ωB97M-V functional and the def2-TZVPD basis.

Calculated values
- HOMO level: -7.12 eV
- E_LUMO: 0.7 eV
- Energy relative to the best compared isomer or geometry (same formula, charge and spin): 1291.46 kJ/mol
- Electronic energy: -96379.35319 eV
- Gap between HOMO and LUMO: 0.286 Eh
- Charge: 0

Element x y z (Å)
1 O -6.148 3.262 3.664
2 O -3.650 1.300 0.231
3 O 1.106 1.033 4.427
4 O 0.238 -4.897 -3.059
5 O 2.377 -2.081 1.493
6 O -1.506 4.517 -4.141
7 O 2.367 5.291 -0.834
8 O -2.148 -2.097 0.997
9 O 3.735 3.814 1.284
10 O 1.793 1.026 -3.506
11 O -0.974 -6.193 3.024
12 O -0.665 -0.780 -5.253
13 O -0.669 -3.637 -7.722
14 O 3.155 -8.776 5.528
15 O -2.520 6.212 5.054
16 O -1.340 2.718 0.076
17 N -0.757 0.008 -0.517
18 N -4.432 1.114 3.009
19 N 3.916 0.250 0.919
20 N 1.962 -1.677 -3.072
21 N -0.750 -0.906 -8.210
22 N -0.679 4.934 -1.450
23 N 2.264 -7.961 2.939
24 N 0.136 3.811 4.402
25 C 3.649 -7.549 5.034
26 C 1.231 -7.085 3.481
27 C 0.195 1.082 -0.706
28 C 1.609 2.240 -2.815
29 C -5.341 4.428 3.674
30 C 3.597 -0.767 -0.074
31 C -2.199 -6.376 2.363
32 C 0.275 -0.271 -7.387
33 C -3.505 0.957 -1.120
34 C -3.141 0.683 2.500
35 C -0.197 -4.658 -6.880
36 C 3.480 -9.010 6.876
37 C -2.198 3.800 -0.166
38 C 3.508 4.752 -0.201
39 C -1.273 5.603 5.330
40 C 3.581 -7.658 3.484
41 C 0.063 5.897 -0.648
42 C -1.370 -0.317 -4.129
43 C 3.025 -1.003 -3.814
44 C -1.234 -2.305 -0.040
45 C -0.142 -1.217 -0.037
46 C 3.054 0.444 -3.323
47 C -3.346 -2.842 0.842
48 C 4.331 2.548 1.524
49 C 1.274 5.339 0.061
50 C -1.768 3.460 -5.030
51 C 0.372 3.000 3.212
52 C 0.303 -3.133 -8.595
53 C -4.402 1.696 4.339
54 C 0.642 -3.631 -2.595
55 C 4.374 4.908 1.914
56 C 3.488 -2.119 0.611
57 C -5.756 2.334 4.666
58 C 0.011 -7.076 2.573
59 C -2.403 4.506 -3.040
60 C -3.284 0.211 1.066
61 C -2.969 7.144 5.996
62 C 1.490 1.995 3.474
63 C -0.524 2.386 -1.013
64 C 1.975 -3.344 1.958
65 C -1.940 5.463 -1.957
66 C -1.094 4.580 4.230
67 C 1.641 -2.999 -3.558
68 C -0.248 -1.825 -9.229
69 C 3.836 1.607 0.436
70 C 0.551 -0.125 3.818
71 C -0.285 0.300 -6.107
72 C -0.869 -5.404 -2.327
73 H 0.488 -1.317 -9.856
74 H 2.686 -0.632 -0.676
75 H 3.164 -10.011 7.163
76 H 3.825 5.805 1.641
77 H 0.721 -4.380 -6.356
78 H 1.201 -1.013 -3.000
79 H -0.137 4.678 -2.273
80 H -5.322 4.947 4.635
81 H 2.921 -8.306 7.506
82 H -3.162 -3.872 1.157
83 H 1.039 -1.014 -7.110
84 H 1.872 3.095 -3.450
85 H 2.080 -8.913 3.235
86 H -3.021 -5.814 2.800
87 H -3.950 7.523 5.713
88 H -1.649 4.738 -0.308
89 H -5.754 5.090 2.916
90 H -2.314 -0.176 0.727
91 H 1.492 5.945 0.946
92 H 3.037 -6.712 5.385
93 H -1.141 5.009 3.231
94 H -3.624 -2.850 -0.217
95 H 1.048 -3.272 2.528
96 H -4.859 1.807 2.405
97 H -2.050 -6.139 1.302
98 H 5.414 2.667 1.633
99 H 0.122 3.195 5.206
100 H -1.869 6.452 -2.431
101 H 1.885 -4.058 1.134
102 H -4.186 0.970 5.130
103 H -1.207 5.160 6.328
104 H 3.323 3.728 0.135
105 H -1.053 3.492 -5.853
106 H -3.579 2.422 4.431
107 H 1.289 -0.739 3.292
108 H 5.425 4.908 1.610
109 H -2.459 0.743 -1.370
110 H 0.794 0.521 -7.932
111 H 2.558 -3.587 -3.563
112 H 1.327 -3.061 -8.218
113 H -3.410 4.720 -3.412
114 H -1.632 -4.621 -2.250
115 H 0.480 0.902 -5.611
116 H 0.650 -1.535 -0.718
117 H 3.264 0.420 -2.244
118 H -1.933 3.870 4.277
119 H -1.567 2.552 -4.449
120 H -2.750 3.514 -5.511
121 H -0.232 0.119 3.095
122 H -1.551 -1.139 -3.437
123 H 0.907 1.225 0.121
124 H 4.693 -7.398 5.325
125 H 2.699 -3.669 2.720
126 H 0.848 0.816 -1.546
127 H 4.310 4.809 3.004
128 H 4.445 1.746 -0.462
129 H -6.520 1.564 4.744
130 H 1.829 1.625 2.498
131 H 3.990 2.166 2.497
132 H 4.544 -8.894 7.105
133 H 3.255 0.094 1.676
134 H 1.185 -3.761 -1.649
135 H 2.756 -1.081 -4.877
136 H 2.367 2.538 3.838
137 H 0.005 -5.576 -7.448
138 H 0.287 -6.907 1.526
139 H 4.380 -0.770 -0.841
140 H -1.210 0.839 -6.341
141 H -0.510 2.389 2.966
142 H -2.687 -0.145 3.044
143 H -3.112 6.676 6.978
144 H 4.258 -8.471 3.219
145 H 0.148 -0.713 4.641
146 H -1.066 -2.123 -9.886
147 H -4.036 0.021 -1.356
148 H -0.345 -8.118 2.613
149 H 1.613 -6.073 3.647
150 H -3.954 1.699 -1.776
151 H 3.884 1.002 -3.771
152 H 0.589 3.686 2.392
153 H -2.865 3.902 0.690
154 H -2.524 -7.425 2.408
155 H -1.578 0.194 0.045
156 H 0.342 -3.839 -9.443
157 H 2.159 2.304 -1.872
158 H -0.665 6.165 0.131
159 H -1.242 -1.531 -7.572
160 H -0.797 0.475 -3.628
161 H 0.549 2.406 -2.608
162 H -2.341 0.137 -4.366
163 H -0.143 -2.883 -2.448
164 H -2.488 1.568 2.489
165 H -0.691 -3.256 0.052
166 H -2.366 3.487 -2.629
167 H -0.572 -5.639 -1.297
168 H -2.297 7.998 6.125
169 H 2.810 1.908 0.183
170 H -1.682 -2.203 -1.036
171 H 1.096 -2.911 -4.510
172 H 0.214 3.179 -1.189
173 H 3.737 5.304 0.720
174 H 0.952 -7.399 4.495
175 H -1.207 -6.275 -2.882
176 H -4.329 4.132 3.388
177 H -4.152 -2.389 1.413
178 H 1.045 4.299 0.333
179 H 4.003 -1.444 -3.620
180 H -1.077 2.332 -1.960
181 H 0.312 6.877 -1.080
182 H -2.683 5.532 -1.160
183 H 4.376 -2.376 1.196
184 H 4.403 4.836 -0.809
185 H 3.274 -2.863 -0.167
186 H 4.032 -6.746 3.086
187 H -2.839 3.647 -1.043
188 H -5.699 2.842 5.633
189 H -4.001 -0.611 0.978
190 H -0.494 6.368 5.241
191 H 0.268 -1.168 0.977
192 H -0.958 -4.890 -6.136